(1)
The following is a quantum chemistry calculation of a cluster of 8 separate species, C28H60NO14S7 in total, from the OMol25 dataset.

```
110
Properties=species:S:1:pos:R:3:mulliken_charge:R:1
N -0.467 0.221 -0.435 0.30
H -0.853 -0.550 -0.608 0.20
H 0.479 0.254 -0.625 -0.04
H -0.659 0.433 0.569 0.28
H -0.789 1.003 -0.900 0.23
C 2.382 -2.727 4.073 -0.76
C 2.086 -1.391 4.735 -0.04
C 2.847 -0.494 3.871 -1.02
S 2.646 -0.925 2.178 1.28
O 3.804 -1.108 1.414 -0.72
O 1.561 -0.094 1.591 -0.43
C 1.999 -2.494 2.553 0.01
H 1.737 -3.417 4.688 0.28
H 3.337 -3.258 4.216 0.36
H 2.588 -1.345 5.740 0.39
H 0.997 -1.087 4.808 -0.13
H 3.992 -0.534 4.160 0.38
H 2.842 0.650 4.243 0.40
H 2.568 -3.190 1.880 0.43
H 1.034 -2.678 2.266 -0.38
C 4.768 2.369 0.532 -0.63
C 5.449 3.622 -0.139 -0.39
C 4.364 4.259 -0.948 -0.87
S 3.385 2.856 -1.551 1.25
O 3.719 2.578 -2.939 -0.71
O 1.976 3.116 -1.237 -0.57
C 4.034 1.525 -0.509 0.31
H 3.897 2.604 1.210 0.32
H 5.736 1.859 1.006 0.21
H 6.446 3.227 -0.804 0.23
H 5.798 4.438 0.657 0.30
H 4.636 4.845 -1.738 0.56
H 3.559 4.780 -0.184 0.21
H 4.660 0.890 -1.022 0.41
H 3.217 0.939 -0.053 -0.59
C -3.922 -1.740 5.108 -1.04
C -4.196 -1.317 3.618 -0.66
C -3.425 -2.188 2.682 -0.41
S -1.881 -2.197 3.557 1.47
O -1.146 -1.048 3.045 -0.64
O -1.351 -3.507 3.709 -0.81
C -2.381 -1.651 5.139 -1.15
H -4.250 -2.796 5.241 0.30
H -4.460 -1.169 5.704 0.55
H -3.872 -0.279 3.683 0.09
H -5.194 -1.418 3.484 0.63
H -3.427 -1.539 1.806 0.18
H -3.742 -3.344 2.509 0.29
H -1.823 -0.717 5.429 0.38
H -1.978 -1.999 5.976 0.77
C -5.996 3.426 0.109 -0.79
C -5.672 2.837 1.517 -0.37
C -4.298 3.310 1.839 -0.96
S -3.398 3.618 0.385 1.21
O -2.402 2.575 0.186 -0.52
O -2.971 4.995 0.348 -0.73
C -4.688 3.324 -0.785 -0.58
H -6.252 4.431 0.273 0.40
H -6.769 2.729 -0.343 0.34
H -5.543 1.760 1.435 0.17
H -6.555 3.047 2.266 0.33
H -3.614 2.737 2.513 0.37
H -4.347 4.145 2.520 0.41
H -4.680 2.359 -1.147 0.46
H -4.472 4.130 -1.505 0.18
C -1.598 -5.424 -2.304 -0.51
C -1.960 -6.346 -1.108 -0.75
C -2.101 -5.548 0.113 -1.00
S -0.760 -4.406 -0.017 1.44
O 0.379 -5.144 0.560 -0.81
O -0.978 -3.043 0.406 -0.48
C -0.608 -4.351 -1.810 -0.53
H -2.400 -4.870 -2.847 0.34
H -0.909 -6.076 -2.874 0.27
H -1.225 -7.169 -0.823 0.25
H -2.889 -6.689 -1.373 0.43
H -2.231 -6.217 0.955 0.55
H -3.059 -5.139 0.259 0.43
H 0.442 -4.858 -1.959 0.15
H -0.797 -3.291 -2.225 0.24
C 5.321 -2.316 -3.070 -0.94
C 4.339 -2.770 -4.150 -0.63
C 2.917 -2.595 -3.862 -0.56
S 2.901 -1.624 -2.305 0.83
O 1.856 -1.985 -1.435 -0.40
O 3.058 -0.322 -2.612 -0.66
C 4.446 -2.238 -1.802 -0.72
H 5.465 -1.308 -3.198 0.34
H 6.314 -2.698 -2.966 0.50
H 4.674 -3.707 -4.443 0.51
H 4.551 -2.020 -4.994 0.15
H 2.460 -3.570 -3.637 0.11
H 2.144 -2.192 -4.554 0.54
H 4.220 -3.219 -1.405 0.48
H 4.999 -1.949 -0.889 0.47
C -1.694 5.666 -2.755 -1.00
C -2.615 4.860 -3.776 -0.27
C -1.570 4.323 -4.772 -1.14
S -0.462 3.586 -3.715 1.33
O 0.859 3.599 -4.259 -0.75
O -0.999 2.322 -3.247 -0.71
C -0.563 4.706 -2.468 -0.56
H -2.064 5.800 -1.847 0.51
H -1.254 6.561 -3.372 0.23
H -3.121 5.672 -4.483 0.32
H -3.321 4.003 -3.428 0.14
H -1.022 5.162 -5.305 0.30
H -2.017 3.696 -5.371 0.65
H 0.262 5.232 -2.290 0.66
H -0.462 4.206 -1.544 0.33
```

## Properties
gap between HOMO and LUMO	0.3481	Eh
net charge	+1


(2)
The following is a quantum chemistry calculation of a structure of composition C34H44MnN12O3P, from the OMol25 dataset.

```
95
Properties=species:S:1:pos:R:3:lowdin_spin:R:1
Mn 0.579 -0.754 1.690 0.98
O -0.648 -5.352 -0.996 0.00
C -1.752 -4.622 -1.220 0.00
C -2.711 -5.167 -2.080 0.00
C -3.871 -4.479 -2.363 0.00
C -4.113 -3.228 -1.793 0.00
C -3.167 -2.684 -0.952 0.00
C -1.973 -3.353 -0.659 0.00
C -0.988 -2.671 0.213 0.00
O -1.145 -1.471 0.534 0.02
N 0.032 -3.438 0.668 0.00
N 0.803 -2.715 1.497 0.00
C 1.668 -3.295 2.252 -0.01
C 2.363 -2.430 3.193 0.00
C 3.365 -2.888 4.042 0.00
C 3.955 -2.005 4.927 0.00
C 3.526 -0.685 4.951 0.00
C 2.522 -0.304 4.078 0.00
N 1.950 -1.144 3.218 -0.01
H -0.088 -4.855 -0.355 0.00
H -2.513 -6.141 -2.508 0.00
H -4.601 -4.920 -3.029 0.00
H -5.032 -2.697 -2.003 0.00
H -3.323 -1.715 -0.493 0.00
H 1.821 -4.368 2.230 0.00
H 3.670 -3.924 3.996 0.00
H 4.738 -2.341 5.594 0.00
H 3.955 0.036 5.631 0.00
H 2.153 0.714 4.063 0.00
N -2.446 -0.355 4.590 0.00
C -2.647 -1.715 4.508 0.00
C -1.710 -2.183 3.636 0.00
N -0.944 -1.140 3.195 0.00
C -1.408 -0.059 3.776 0.00
C -0.793 1.199 3.420 0.00
N 0.145 1.183 2.496 0.00
C 0.554 2.482 2.342 0.00
C -0.145 3.286 3.190 0.00
N -1.006 2.454 3.871 0.00
H -2.998 0.283 5.136 0.00
H -3.422 -2.211 5.064 0.00
H -1.548 -3.191 3.296 0.00
H 1.305 2.751 1.622 0.00
H -0.122 4.347 3.361 0.00
H -1.665 2.743 4.573 0.00
N 4.326 -0.053 -0.243 0.00
C 3.841 -1.027 -1.082 0.00
C 2.621 -1.363 -0.584 0.00
N 2.356 -0.611 0.537 0.00
C 3.401 0.160 0.717 0.00
H 5.216 0.407 -0.315 0.00
H 4.393 -1.386 -1.930 0.00
H 1.928 -2.103 -0.944 0.00
H 3.534 0.867 1.519 0.00
O 0.079 0.820 -0.372 0.01
P -0.060 1.584 -1.638 0.00
N 0.034 0.613 -2.965 0.00
C -0.130 -0.844 -2.809 0.00
C -0.196 -1.357 -4.240 0.00
C -0.915 -0.223 -4.966 0.00
C -0.299 1.028 -4.340 0.00
N -1.525 2.382 -1.827 0.00
C -1.903 3.305 -0.748 0.00
C -2.769 2.479 0.228 0.00
C -3.226 1.252 -0.591 0.00
C -2.720 1.546 -2.009 0.00
N 1.072 2.778 -1.790 0.00
C 1.849 3.329 -0.685 0.00
C 2.868 4.213 -1.392 0.00
C 2.033 4.813 -2.523 0.00
C 1.175 3.634 -2.985 0.00
H -1.049 -1.075 -2.276 0.00
H 0.692 -1.269 -2.238 0.00
H -0.716 -2.314 -4.302 0.00
H 0.811 -1.484 -4.645 0.00
H -1.986 -0.264 -4.748 0.00
H -0.792 -0.248 -6.047 0.00
H -0.987 1.875 -4.340 0.00
H 0.604 1.323 -4.882 0.00
H -2.487 4.121 -1.181 0.00
H -1.022 3.741 -0.277 0.00
H -3.606 3.070 0.603 0.00
H -2.171 2.157 1.078 0.00
H -4.305 1.105 -0.567 0.00
H -2.740 0.352 -0.210 0.00
H -3.457 2.127 -2.571 0.00
H -2.492 0.649 -2.583 0.00
H 2.295 2.529 -0.096 0.00
H 1.234 3.952 -0.018 0.00
H 3.672 3.597 -1.803 0.00
H 3.306 4.962 -0.732 0.00
H 2.631 5.230 -3.331 0.00
H 1.399 5.610 -2.128 0.00
H 1.668 3.090 -3.795 0.00
H 0.190 3.948 -3.334 0.00
```

## Properties
multiplicity	2
gap between HOMO and LUMO (spin up / spin down)	0.2716 / 0.2692	Eh
net charge	+1


(3)
The following is a quantum chemistry calculation of a cluster of 2 separate species, C4H11NO2S in total, from the OMol25 dataset.

```
19
Properties=species:S:1:pos:R:3:mulliken_charge:R:1
C -1.579 0.689 1.963 -0.75
N -1.799 -0.104 0.754 -0.19
C -0.973 -0.267 -0.311 0.64
O -1.404 -0.771 -1.340 -0.65
C 0.477 0.095 -0.186 -0.34
C 0.796 1.268 -1.129 -0.71
S 2.520 1.729 -1.175 -0.21
H -2.104 1.634 1.895 0.27
H -1.970 0.156 2.835 0.28
H -0.520 0.876 2.112 0.30
H -2.775 -0.221 0.512 0.25
H 1.102 -0.743 -0.467 -0.07
H 0.791 0.244 0.849 0.33
H 0.550 0.883 -2.119 0.33
H 0.077 2.072 -0.984 0.39
H 2.722 1.749 0.150 0.10
O 1.674 -3.075 -0.830 -0.63
H 1.334 -3.820 -1.347 0.32
H 1.079 -2.391 -1.182 0.33
```

## Properties
SMILES string	CNC(=O)CCS.O
gap between HOMO and LUMO	0.3659	Eh